Computed, not measured: a 12-piece molecular cluster, C4H30NO11 overall, with ωB97M-V/def2-TZVPD.

The value obtained for the orbital gap is 9.81 eV. The value obtained for the HOMO energy is -13.11 eV. As for the total charge: +1. Its LUMO energy is -3.31 eV. The energy above the lowest of the compared OMol25 structures with the same formula, charge and spin is 3.698 eV.

Each atom is followed by the atoms it is bonded to, with distances in Å.
Atoms and positions in Å:
1 C 1.810 1.521 1.648  C2 1.480, H6 1.094, H7 1.094, H8 1.090
2 C 1.424 0.645 0.518  C1 1.480, C3 1.314, H9 1.089
3 C 0.581 0.982 -0.432  C2 1.314, N4 1.444, H10 1.089
4 N 0.259 0.058 -1.496  C3 1.444, C5 1.276, H11 1.042
5 C -0.039 0.422 -2.682  N4 1.276, H12 1.082, H13 1.076
6 H 1.941 2.584 1.426  C1 1.094
7 H 1.005 1.624 2.380  C1 1.094
8 H 2.763 1.272 2.115  C1 1.090
9 H 1.675 -0.404 0.668  C2 1.089
10 H -0.012 1.895 -0.427  C3 1.089
11 H 0.187 -0.943 -1.216  N4 1.042
12 H -0.026 -0.419 -3.363  C5 1.082
13 H -0.150 1.465 -2.920  C5 1.076
14 H 0.140 4.304 -0.045  O16 0.959
15 H -0.528 4.031 1.382  O16 0.960
16 O -0.377 3.701 0.494  H14 0.959, H15 0.960
17 H -3.055 1.096 -2.288  O19 0.969
18 H -2.566 0.125 -3.291  O19 0.970
19 O -2.225 0.690 -2.580  H17 0.969, H18 0.970
20 H -0.224 -2.873 -0.401  O22 0.963
21 H 1.151 -2.887 -1.156  O22 0.967
22 O 0.220 -2.636 -1.221  H20 0.963, H21 0.967
23 H -0.937 -2.858 3.300  O25 0.961
24 H -0.109 -1.632 3.065  O25 0.965
25 O -1.018 -1.903 3.242  H23 0.961, H24 0.965
26 H -1.964 -1.654 -2.198  O28 0.957
27 H -2.405 -3.063 -1.952  O28 0.961
28 O -2.756 -2.188 -2.141  H26 0.957, H27 0.961
29 H 3.110 -2.648 -1.290  O31 0.955
30 H 3.439 -1.379 -0.499  O31 0.965
31 O 3.044 -2.256 -0.421  H29 0.955, H30 0.965
32 H 3.791 -1.882 2.368  O34 0.958
33 H 2.864 -0.812 1.792  O34 0.960
34 O 3.372 -1.045 2.572  H32 0.958, H33 0.960
35 H 3.670 1.245 -1.520  O37 0.959
36 H 3.570 0.592 -2.976  O37 0.958
37 O 3.352 0.509 -2.047  H35 0.959, H36 0.958
38 H -3.260 2.029 0.653  O40 0.959
39 H -2.189 2.660 -0.236  O40 0.963
40 O -3.139 2.519 -0.162  H38 0.959, H39 0.963
41 H -2.254 -1.529 0.958  O43 0.967
42 H -3.282 -0.677 0.246  O43 0.962
43 O -2.416 -1.076 0.120  H41 0.967, H42 0.962
44 H -0.963 1.475 3.607  O46 0.953
45 H -1.492 0.152 4.463  O46 0.951
46 O -1.641 0.843 3.828  H44 0.953, H45 0.951